# 1
C16H15IrN4O2S2 | ωB97M-V with the def2-TZVPD basis set

Atoms and positions in Å:
1 Ir 0.566 0.771 -1.112
2 S -1.247 -0.186 6.190
3 S -0.147 -1.787 -3.224
4 O -0.441 -0.821 -2.032
5 O 1.723 0.626 -3.373
6 N 0.081 -0.662 5.417
7 N -1.012 1.123 0.361
8 N -2.093 0.512 5.020
9 N 1.278 -0.218 0.768
10 C -3.114 2.043 1.065
11 C 2.028 1.473 -2.592
12 C -2.154 1.785 0.099
13 C 2.087 -1.165 3.250
14 C 3.097 2.495 -2.685
15 C -0.917 -1.042 -4.646
16 C 0.489 -0.041 1.827
17 C -1.304 -3.105 -2.947
18 C -1.364 0.409 3.925
19 C -0.784 0.680 1.597
20 C -1.707 0.901 2.625
21 C -0.070 -0.292 4.163
22 C -2.894 1.598 2.352
23 C 0.858 -0.512 3.090
24 C 2.454 -0.852 0.919
25 C 2.895 -1.333 2.143
26 H -0.788 -1.747 -5.469
27 H 2.384 -1.530 4.227
28 H 3.912 2.110 -3.299
29 H 3.053 -0.981 0.028
30 H 2.666 3.367 -3.193
31 H -4.010 2.587 0.802
32 H 3.444 2.815 -1.707
33 H -3.611 1.775 3.145
34 H -1.245 -3.768 -3.812
35 H -0.394 -0.117 -4.878
36 H -2.306 -2.691 -2.840
37 H -0.999 -3.644 -2.052
38 H 3.853 -1.830 2.214
39 H -1.972 -0.867 -4.446
40 H -2.295 2.120 -0.920

Atoms 1-3, force components in eV/Å:
0.10 0.31 -0.17
-0.10 -0.03 0.40
0.23 -0.16 -0.40

The calculation puts the LUMO energy (alpha / beta) at -10.303 / -13.714 eV. As for the frontier orbital gap (alpha / beta): 7.35 / 5.19 eV. As for the total charge: +3. The maximum force comes out at 0.746 eV Å⁻¹. Its multiplicity is 6. The total energy comes out at -1887.7543 Eh.



# 2
C19H43N2OP3SYb | ωB97M-V with the def2-TZVPD basis set

Atoms and positions in Å:
1 Yb -0.070 0.481 -0.145
2 S -0.163 3.128 -0.695
3 P -0.669 -1.244 -2.216
4 P 2.828 -0.913 -0.858
5 P 0.291 -2.456 0.696
6 O 0.937 0.890 1.933
7 N 2.214 1.193 3.885
8 N -0.025 0.705 3.971
9 C -2.963 2.692 3.318
10 C 3.427 1.613 3.186
11 C -2.498 -1.078 -2.086
12 C 3.366 -1.895 -2.299
13 C -0.276 -0.273 -3.722
14 C -1.804 4.232 -2.455
15 C 1.069 0.940 3.211
16 C 0.898 -2.599 2.425
17 C -1.803 3.370 -1.324
18 C -3.097 3.144 -0.708
19 C 4.059 -1.446 0.387
20 C 3.462 0.743 -1.316
21 C -1.360 -3.222 1.000
22 C -2.927 4.910 -2.886
23 C -4.157 4.668 -2.260
24 C -0.609 -2.907 -2.958
25 C 1.098 -3.997 0.050
26 C -4.254 3.824 -1.152
27 C -3.523 1.483 3.352
28 H 3.947 -0.864 1.316
29 H -3.200 2.476 0.145
30 H -0.435 0.808 -3.613
31 H 0.791 -4.291 -0.961
32 H -1.086 -1.099 0.938
33 H 3.856 2.560 3.541
34 H -0.916 4.459 -3.056
35 H 4.494 0.586 -1.647
36 H 3.199 1.887 2.163
37 H -3.007 -1.345 -3.026
38 H 3.468 1.433 -0.458
39 H 1.973 -2.399 2.498
40 H -3.886 0.942 2.454
41 H 2.769 -1.628 -3.183
42 H -3.314 0.833 4.201
43 H 0.363 -1.905 3.091
44 H -2.820 -1.750 -1.279
45 H -5.070 5.046 -2.712
46 H 2.882 1.169 -2.150
47 H 4.420 -1.630 -2.451
48 H -1.151 -2.910 -3.911
49 H 0.418 -3.209 -3.201
50 H 4.138 0.789 3.035
51 H 2.190 -3.947 0.032
52 H -5.256 3.644 -0.724
53 H -0.863 -0.594 -4.591
54 H -1.096 -3.659 -2.324
55 H 0.774 -0.421 -4.013
56 H -1.953 -2.515 1.590
57 H 0.856 -4.853 0.689
58 H 2.110 1.099 4.898
59 H -2.914 3.239 2.378
60 H -2.781 -0.059 -1.785
61 H -2.371 3.071 4.148
62 H -1.249 -4.145 1.578
63 H 0.732 -3.620 2.789
64 H -1.917 -3.436 0.081
65 H -2.811 5.559 -3.765
66 H 5.041 -1.254 -0.064
67 H 3.932 -2.521 0.581
68 H -0.929 0.690 3.518
69 H 3.264 -2.962 -2.054
70 H -0.043 0.742 4.971

Atoms 1-3, force components in eV/Å:
1.33 0.29 1.46
-1.98 -0.30 -0.43
-1.04 -0.49 -1.83

The calculation puts the LUMO energy (alpha / beta) at -11.911 / -11.936 eV. As for the frontier orbital gap (alpha / beta): 5.14 / 5.41 eV. As for the total charge: +3. The maximum force comes out at 3.654 eV Å⁻¹. Its multiplicity is 2. The total energy comes out at -3514.3889 Eh.



Which value of multiplicity does entry 2 give? 2